DFT (wB97M-V/def2-TZVPD) results for C37H49GeIKN11O2 as an isolated structure.

Cartesian coordinates (Å):
K: -0.6318 0.4170 -0.5743
C: -1.2801 5.8957 0.8029
C: -1.2828 5.3581 -0.4801
C: -1.8344 4.1061 -0.7270
C: -2.3901 3.3439 0.3100
C: -2.4046 3.9080 1.5943
C: -1.8518 5.1616 1.8368
N: -2.8047 2.0226 0.1217
C: -3.9497 1.7039 -0.4190
C: -4.9776 2.6644 -0.7783
C: -6.2152 2.2672 -1.1792
C: -6.5634 0.8902 -1.2853
C: -5.6115 -0.0484 -0.9934
C: -4.3043 0.3134 -0.6070
N: -3.2932 -0.6233 -0.4663
N: -3.7058 -1.7790 -0.2622
C: -2.8070 -2.8348 -0.5006
C: -2.7487 -3.8901 0.4123
C: -2.0250 -5.0156 0.0798
C: -1.4064 -5.0798 -1.1617
C: -1.5218 -3.9791 -1.9881
N: -2.2028 -2.8746 -1.6721
H: -0.8282 6.8601 0.9967
H: -0.8340 5.9119 -1.2986
H: -1.7980 3.6731 -1.7223
H: -2.8457 3.3330 2.4013
H: -1.8533 5.5605 2.8467
H: -4.7348 3.7162 -0.6940
H: -6.9552 3.0197 -1.4311
H: -7.5494 0.5950 -1.6212
H: -5.8169 -1.1057 -1.1042
H: -3.2607 -3.7912 1.3633
H: -1.9309 -5.8345 0.7814
H: -0.8267 -5.9408 -1.4625
H: -1.0332 -3.9667 -2.9574
C: -0.9025 -1.1174 3.4433
C: -0.7919 -0.6332 4.9212
N: 0.1015 0.5302 5.0134
C: 1.4232 0.1384 4.4867
C: 1.3130 -0.3070 2.9976
N: -0.0950 -0.2580 2.5824
C: -0.5754 1.1301 2.6960
C: -0.4442 1.6093 4.1700
H: -1.9368 -1.0793 3.0884
H: -0.5471 -2.1459 3.3297
H: -0.3886 -1.4187 5.5663
H: -1.7681 -0.3420 5.3199
H: 1.8030 -0.6690 5.1186
H: 2.0966 0.9921 4.5917
H: 1.6879 -1.3208 2.8421
H: 1.8670 0.3670 2.3471
H: -1.6126 1.1626 2.3441
H: 0.0372 1.7493 2.0373
H: -1.4123 1.9027 4.5868
H: 0.2266 2.4688 4.2405
C: 4.2895 -4.4820 -0.7072
Ge: 2.9927 -4.2452 0.7756
C: 2.5889 -6.1589 1.2191
C: 4.0752 -3.7239 2.3509
C: 1.6953 -2.9627 0.3404
H: 5.0910 -5.1841 -0.4399
H: 4.7413 -3.5180 -0.9679
H: 3.7781 -4.8691 -1.5991
H: 3.5207 -6.7115 1.4086
H: 2.0532 -6.6473 0.3958
H: 1.9601 -6.2138 2.1153
H: 5.0724 -4.1811 2.3100
H: 3.5887 -4.0551 3.2770
H: 4.1959 -2.6355 2.4027
H: 1.0741 -2.6925 1.2083
H: 1.0402 -3.2966 -0.4711
N: 3.9198 0.0949 0.0366
N: 3.2158 -0.4993 -1.0710
H: 4.0268 -0.6159 0.7548
H: 3.3068 0.7948 0.4355
H: 2.6248 -1.2488 -0.6982
H: 3.9153 -0.9796 -1.6212
I: -0.7900 1.7651 -6.3738
C: 0.0926 0.3399 -5.1255
C: 1.3699 -0.1201 -5.3853
C: 1.9263 -1.0383 -4.5051
C: 1.1801 -1.4490 -3.4090
N: -0.0615 -1.0123 -3.1767
C: -0.5970 -0.1291 -4.0162
H: 1.9269 0.2409 -6.2406
H: 2.9294 -1.4161 -4.6605
H: 1.5932 -2.1371 -2.6688
H: -1.6062 0.2105 -3.7924
C: 1.5189 4.1601 -3.8141
N: 1.6504 3.7992 -2.4141
C: 2.5164 4.4654 -1.5903
C: 2.6727 4.1248 -0.3050
C: 1.9287 2.9713 0.2135
O: 2.1255 2.5802 1.3779
N: 1.0453 2.3471 -0.6288
C: 0.8848 2.7271 -1.9055
O: 0.0744 2.1910 -2.6921
H: 1.7114 5.2280 -3.9325
H: 0.5108 3.9318 -4.1458
H: 2.2137 3.6005 -4.4466
H: 3.0621 5.2800 -2.0494
H: 3.3529 4.6531 0.3476

Properties
Energy, hartree: -5166.6390
HOMO energy, eV: -1.006
Net charge: -2
Gap between HOMO and LUMO, eV: 4.39

Atom charges from the natural (NBO) analysis, given in e for atoms 1 to 4: number 1, K, carries 0.885; number 2, C, carries -0.271; number 3, C, carries -0.199; number 4, C, carries -0.259